No. 1
Entry from OMol25: a structure of composition C28H41BrFeN2P2S at a distorted geometry (ωB97M-V/def2-TZVPD).

Geometry (Å):
C (-5.7597, -1.4944, 0.8648)
C (-4.8347, -0.7284, 0.1286)
C (-5.2470, 0.1195, -0.8967)
C (-6.5475, -0.0381, -1.3951)
N (-7.4020, -0.8237, -0.7468)
C (-7.0658, -1.5176, 0.3315)
C (-3.4113, -0.9151, 0.1075)
C (-2.4926, -1.2278, -0.7555)
C (-1.2651, -1.6291, -1.2637)
C (-0.2043, -0.8190, -0.7003)
C (1.0819, -1.4096, -0.5653)
C (1.3898, -2.7127, -1.0419)
C (0.3906, -3.3366, -1.8010)
C (-0.9105, -2.8367, -1.8833)
Fe (-1.7846, -0.4137, 0.8181)
P (0.6211, 0.8744, 2.5023)
H (-4.5323, 0.8067, -1.3524)
H (-5.4785, -2.0163, 1.7784)
H (-6.8298, 0.4974, -2.3039)
H (-7.8066, -2.1552, 0.8210)
H (-1.6805, -3.3929, -2.3874)
H (-0.2975, 0.3000, -0.7572)
H (0.6947, -4.2868, -2.2323)
H (1.8564, -0.8100, -0.0794)
C (2.4073, 0.2665, 2.4072)
C (3.5002, 1.3204, 2.4546)
H (2.4770, -0.2985, 1.4707)
H (2.5117, -0.4812, 3.2131)
H (4.4663, 0.8169, 2.5172)
H (3.5214, 1.9167, 1.5348)
H (3.4114, 1.9708, 3.3304)
C (0.7016, 2.6497, 1.9831)
C (-0.6340, 3.3465, 2.1061)
H (1.0449, 2.6312, 0.9432)
H (1.4737, 3.1457, 2.5765)
H (-0.5924, 4.2883, 1.5648)
H (-1.4633, 2.7672, 1.6917)
H (-0.8640, 3.5932, 3.1437)
C (0.4575, 1.0442, 4.3386)
C (1.3572, 2.0382, 5.0708)
H (0.6223, 0.0360, 4.7440)
H (-0.5955, 1.2899, 4.5270)
H (1.0262, 2.1688, 6.1062)
H (2.3915, 1.6905, 5.1296)
H (1.3590, 3.0358, 4.6259)
Br (2.7439, -3.6889, -0.2496)
P (2.0221, 0.9787, -3.2452)
C (2.5135, 1.5415, -1.5759)
C (3.6706, 2.5612, -1.6012)
H (2.7941, 0.6346, -1.0342)
H (1.6240, 1.9815, -1.1130)
H (3.7085, 3.1320, -0.6605)
H (4.6539, 2.0809, -1.7390)
H (3.4920, 3.2596, -2.4331)
C (2.9564, -0.5988, -3.4866)
C (3.5325, -0.8375, -4.8818)
H (2.2950, -1.4189, -3.1834)
H (3.7845, -0.5533, -2.7673)
H (4.1605, -1.7319, -4.8548)
H (2.7346, -1.0117, -5.6065)
H (4.1610, 0.0000, -5.1970)
C (0.2673, 0.5893, -3.5518)
C (-0.3167, 1.4820, -4.6523)
H (-0.2862, 0.7665, -2.6190)
H (0.1741, -0.4975, -3.7509)
H (-1.3122, 1.1529, -4.9427)
H (-0.3768, 2.4977, -4.2659)
H (0.3142, 1.4860, -5.5373)
S (-2.0807, -4.1350, 3.1960)
C (-0.4581, -3.5431, 2.9547)
C (-0.4522, -2.3448, 2.2802)
N (-1.7454, -1.8674, 2.0019)
C (-2.7139, -2.7397, 2.4291)
H (0.4404, -4.0719, 3.2507)
H (0.4102, -1.7281, 1.9747)
H (-3.7757, -2.6470, 2.1926)

As for the spin multiplicity: 5. Its gap between HOMO and LUMO (spin up / spin down) is 0.26807 / 0.17469 Ha. The highest occupied orbital energy (spin up / spin down) is -13.137 / -13.539 eV. For the LUMO energy (spin up / spin down), the calculation gives -5.84 / -8.79 eV. As for the expectation value of S²: 6.09. Its energy is -6118.89029 Ha. Its total charge is +2. The energy above the lowest of the compared OMol25 structures with the same formula, charge and spin comes out at 122.4 kJ/mol.

No. 2
Entry from OMol25: a cluster of 14 separate species, C74H174N10O14 in total at a distorted geometry (ωB97M-V/def2-TZVPD).

Geometry (Å):
C (-8.3457, -7.3743, -0.7256)
O (-8.7673, -8.3621, -1.6970)
H (-9.0211, -6.8431, -0.0550)
H (-7.5937, -7.8211, -0.0753)
H (-7.7738, -6.6016, -1.2393)
H (-8.0630, -8.3803, -2.3491)
C (1.2356, -4.8919, 1.1876)
O (1.9627, -5.7268, 1.9989)
H (0.3198, -4.6236, 1.7143)
H (1.5644, -3.8655, 1.0247)
H (1.0362, -5.2843, 0.1904)
H (2.6537, -6.2350, 1.5678)
C (-0.7843, 8.8647, 1.9892)
O (-0.8314, 10.1208, 2.6235)
H (-0.5369, 8.1603, 2.7833)
H (-1.7378, 8.6521, 1.5056)
H (0.0002, 8.8598, 1.2325)
H (-1.0187, 10.7089, 1.8883)
C (-8.9133, -1.2541, 0.8081)
O (-7.9922, -1.8108, 1.7510)
H (-9.8429, -1.8205, 0.8642)
H (-9.1153, -0.1989, 0.9919)
H (-8.5129, -1.4082, -0.1939)
H (-8.1130, -1.2453, 2.5174)
C (-8.9120, -5.5840, -7.3511)
C (-7.6630, -5.8795, -8.1403)
C (-6.8712, -7.1889, -7.8037)
O (-6.3221, -7.2742, -6.5053)
C (-5.4265, -8.4310, -6.1949)
N (-7.9143, -5.6527, -9.4736)
H (-9.7515, -6.0801, -7.8384)
H (-9.0208, -4.4995, -7.3412)
H (-8.8180, -5.9768, -6.3387)
H (-6.9917, -5.0861, -7.8117)
H (-6.0118, -7.3919, -8.4428)
H (-7.5591, -8.0304, -7.8855)
H (-5.7712, -9.3688, -6.6306)
H (-5.4577, -8.6070, -5.1197)
H (-4.3880, -8.1544, -6.3769)
H (-8.8542, -5.2878, -9.5331)
H (-8.1116, -6.5019, -9.9836)
C (-3.2243, -3.3579, 6.4812)
C (-3.3415, -4.7186, 7.0691)
C (-4.5238, -5.5225, 6.5151)
O (-5.7161, -5.0653, 7.0174)
C (-6.7985, -5.9746, 6.9401)
N (-2.1483, -5.4648, 6.6756)
H (-2.2585, -2.8593, 6.3996)
H (-3.6677, -2.7326, 7.2562)
H (-3.8693, -3.0671, 5.6520)
H (-3.3193, -4.5702, 8.1487)
H (-4.3917, -6.4535, 7.0664)
H (-4.6389, -5.7621, 5.4580)
H (-6.6327, -6.8934, 7.5027)
H (-7.0076, -6.3247, 5.9293)
H (-7.7458, -5.5210, 7.2317)
H (-2.1857, -5.7945, 5.7217)
H (-1.3309, -4.8733, 6.7207)
C (3.7526, 9.1796, -4.2913)
C (3.3513, 9.8792, -2.9454)
C (4.5169, 10.2566, -2.0572)
O (5.3985, 9.2180, -1.6962)
C (6.1910, 9.4735, -0.5327)
N (2.4881, 10.9841, -3.2455)
H (2.8106, 8.9987, -4.8091)
H (4.3742, 8.2901, -4.1884)
H (4.2615, 9.9632, -4.8527)
H (2.7067, 9.1915, -2.3980)
H (4.1517, 10.7967, -1.1837)
H (5.1261, 10.8503, -2.7387)
H (5.6695, 9.5058, 0.4239)
H (6.7470, 10.3570, -0.8462)
H (7.0082, 8.7612, -0.4189)
H (3.0580, 11.5736, -3.8352)
H (1.8257, 10.5508, -3.8729)
C (9.2074, -4.8587, -4.5736)
C (10.0145, -6.1586, -4.5105)
C (11.2837, -6.1318, -5.3950)
O (11.0863, -5.9730, -6.7833)
C (12.0903, -6.4550, -7.5154)
N (10.4009, -6.3199, -3.0879)
H (9.7936, -3.9575, -4.3938)
H (8.3992, -4.8961, -3.8432)
H (8.7563, -4.8009, -5.5641)
H (9.5578, -7.0115, -5.0127)
H (11.9638, -6.9429, -5.1347)
H (11.8411, -5.2563, -5.0620)
H (11.8209, -6.2747, -8.5561)
H (12.3262, -7.4911, -7.2726)
H (12.9888, -5.8979, -7.2499)
H (11.2677, -6.8264, -2.9766)
H (10.5373, -5.4273, -2.6352)
C (-2.2576, -1.7408, -3.0304)
C (-1.7822, -0.2447, -2.8122)
C (-2.3391, 0.2210, -1.4495)
C (-1.7612, 1.4445, -0.7310)
C (-0.2883, 1.3249, -0.7044)
C (0.3235, 1.0938, -2.0669)
N (-0.2763, -0.1532, -2.6004)
O (0.3446, -0.6252, -3.7808)
C (0.2010, 2.3109, -2.9670)
C (1.8208, 0.7213, -1.7554)
C (-2.3046, 0.6782, -3.9251)
H (-1.5507, -2.1717, -3.7395)
H (-3.2882, -1.8277, -3.3747)
H (-2.2484, -2.2690, -2.0770)
H (-3.4173, 0.3709, -1.5034)
H (-2.2603, -0.6069, -0.7449)
H (-2.1047, 1.5817, 0.2943)
H (-2.1699, 2.3801, -1.1128)
H (-0.0943, 0.6200, 0.1041)
H (0.1281, 2.2587, -0.3267)
H (-0.8413, 2.6293, -2.9467)
H (0.7705, 3.1347, -2.5368)
H (0.5114, 2.1257, -3.9954)
H (2.3477, 0.2309, -2.5739)
H (2.3214, 1.6631, -1.5307)
H (1.9278, 0.0255, -0.9232)
H (-3.1383, 0.3411, -4.5411)
H (-1.5851, 0.8515, -4.7254)
H (-2.7104, 1.5682, -3.4441)
H (0.9703, -1.2604, -3.4250)
C (5.4837, -2.4305, 9.7080)
C (4.7107, -1.2086, 10.1433)
C (5.7881, -0.3146, 10.9148)
C (5.1452, 1.0754, 11.3286)
C (4.7670, 1.7405, 10.0723)
C (3.8110, 1.0107, 9.1087)
N (4.1985, -0.4604, 8.9662)
O (3.5253, -1.1766, 8.0400)
C (2.3336, 1.2899, 9.5584)
C (3.8522, 1.7480, 7.7078)
C (3.5773, -1.7353, 11.0388)
H (5.8839, -3.0489, 10.5114)
H (6.3225, -2.1973, 9.0522)
H (4.9500, -3.1484, 9.0851)
H (6.0997, -0.7845, 11.8476)
H (6.6794, -0.0868, 10.3302)
H (5.8781, 1.5666, 11.9687)
H (4.2316, 0.9907, 11.9171)
H (5.6764, 2.2050, 9.6910)
H (4.1541, 2.5770, 10.4082)
H (2.2439, 1.6872, 10.5694)
H (1.8230, 1.8606, 8.7827)
H (1.8108, 0.3367, 9.6377)
H (3.8863, 2.8364, 7.7553)
H (4.7687, 1.5331, 7.1583)
H (3.0718, 1.4246, 7.0190)
H (2.8507, -2.2317, 10.3954)
H (3.0707, -0.9579, 11.6107)
H (4.0018, -2.4768, 11.7156)
H (3.7521, -0.6655, 7.2597)
C (-7.8375, 9.1452, 0.5178)
C (-8.2387, 8.9581, -0.9318)
C (-7.1032, 9.2771, -1.8458)
C (-7.1673, 8.6795, -3.2120)
C (-7.4188, 7.2198, -3.1333)
C (-8.7024, 6.8824, -2.4381)
N (-8.6782, 7.5116, -1.1332)
O (-9.6558, 7.0035, -0.2025)
C (-9.9907, 7.1926, -3.3122)
C (-8.8356, 5.3425, -2.3049)
C (-9.4085, 9.9015, -1.2707)
H (-8.7124, 8.9737, 1.1449)
H (-7.5273, 10.1284, 0.8716)
H (-7.0326, 8.5136, 0.8936)
H (-6.9930, 10.3426, -2.0479)
H (-6.1664, 8.9169, -1.4207)
H (-6.2871, 8.8252, -3.8381)
H (-8.0151, 9.2005, -3.6567)
H (-6.5733, 6.7344, -2.6458)
H (-7.3650, 6.7819, -4.1300)
H (-9.9170, 6.6964, -4.2799)
H (-10.9429, 6.9279, -2.8523)
H (-10.0531, 8.2480, -3.5772)
H (-8.1206, 4.9289, -1.5937)
H (-9.7405, 4.9891, -1.8106)
H (-8.6301, 5.0536, -3.3357)
H (-10.3760, 9.4463, -1.0587)
H (-9.3888, 10.2104, -2.3158)
H (-9.3294, 10.8330, -0.7104)
H (-9.2389, 6.3460, 0.3590)
C (13.4691, -1.1240, -0.0849)
C (12.8512, -0.4536, 1.1859)
C (12.0198, 0.7717, 0.6933)
C (11.1417, 1.3046, 1.8230)
C (10.1605, 0.1493, 2.0955)
C (10.8230, -1.1521, 2.6275)
N (11.9782, -1.4553, 1.7252)
O (12.6930, -2.6052, 2.0667)
C (11.0467, -1.0342, 4.1245)
C (9.6080, -2.2049, 2.3311)
C (13.9665, -0.0567, 2.1736)
H (12.7789, -1.5236, -0.8279)
H (14.1360, -1.9717, 0.0721)
H (13.9769, -0.3846, -0.7042)
H (12.7747, 1.5318, 0.4919)
H (11.5206, 0.4774, -0.2298)
H (10.5834, 2.1654, 1.4549)
H (11.6992, 1.6717, 2.6847)
H (9.4951, -0.0369, 1.2525)
H (9.5399, 0.6377, 2.8467)
H (12.0272, -0.5974, 4.3141)
H (10.3257, -0.3867, 4.6235)
H (10.9535, -1.9726, 4.6711)
H (9.9194, -3.1083, 2.8555)
H (8.6703, -1.8579, 2.7653)
H (9.5730, -2.4752, 1.2758)
H (13.4984, 0.4965, 2.9878)
H (14.6071, 0.7227, 1.7609)
H (14.4110, -0.9273, 2.6559)
H (13.4304, -2.2663, 2.5795)
C (4.7753, -3.3383, -10.5709)
C (4.4443, -4.5720, -11.3558)
C (5.4584, -5.6059, -10.7250)
C (5.0509, -7.0575, -11.0787)
C (3.6291, -7.2923, -10.5232)
C (2.5944, -6.2500, -11.1240)
N (3.0921, -4.9126, -10.9110)
O (2.0622, -3.9651, -11.2960)
C (2.2680, -6.6527, -12.5936)
C (1.3316, -6.4730, -10.1947)
C (4.6522, -4.2642, -12.8418)
H (5.4648, -2.6599, -11.0735)
H (5.1176, -3.5072, -9.5499)
H (3.9019, -2.6949, -10.4650)
H (6.3443, -5.5637, -11.3587)
H (5.9838, -5.4690, -9.7799)
H (5.6962, -7.8281, -10.6570)
H (4.8676, -7.1962, -12.1442)
H (3.8036, -6.9827, -9.4928)
H (3.2708, -8.3043, -10.7117)
H (1.8724, -7.6637, -12.6910)
H (1.4535, -5.9872, -12.8795)
H (3.0398, -6.4705, -13.3414)
H (0.4532, -5.9440, -10.5645)
H (0.9965, -7.4930, -10.0070)
H (1.5041, -6.0118, -9.2223)
H (5.6496, -3.8496, -12.9880)
H (3.8703, -3.5941, -13.1993)
H (4.7623, -5.1916, -13.4039)
H (1.8983, -3.6194, -10.4155)
C (-10.4885, 0.7034, 8.5289)
C (-10.1671, 2.0695, 7.8942)
C (-10.7324, 3.0899, 8.8876)
C (-10.1896, 4.5038, 8.5843)
C (-8.6505, 4.4514, 8.8246)
C (-7.9959, 3.4940, 7.8900)
N (-8.6917, 2.2199, 7.6774)
O (-7.9201, 1.2485, 7.0151)
C (-7.7514, 4.2338, 6.5800)
C (-6.5704, 3.2729, 8.4675)
C (-10.8692, 2.0945, 6.5260)
H (-11.5775, 0.7400, 8.4978)
H (-10.2211, -0.0770, 7.8165)
H (-10.2278, 0.4591, 9.5587)
H (-11.7723, 3.2611, 8.6090)
H (-10.8495, 2.8902, 9.9527)
H (-10.2394, 4.8202, 7.5425)
H (-10.6209, 5.2599, 9.2403)
H (-8.4990, 4.2739, 9.8893)
H (-8.4288, 5.5186, 8.8123)
H (-8.4524, 3.7892, 5.8736)
H (-6.7428, 4.1734, 6.1713)
H (-8.0460, 5.2832, 6.5815)
H (-5.9166, 2.6188, 7.8906)
H (-6.6736, 2.7158, 9.3986)
H (-5.9775, 4.1447, 8.7442)
H (-10.5778, 3.0213, 6.0317)
H (-10.4796, 1.2947, 5.8961)
H (-11.9419, 2.2719, 6.4489)
H (-7.8043, 0.5746, 7.6890)

Its gap between HOMO and LUMO is 0.28751 Ha. The highest occupied orbital energy is -7.587 eV. For the LUMO energy, the calculation gives 0.24 eV. Its energy is -4523.97765 Ha. Its total charge is 0. The energy above the lowest of the compared OMol25 structures with the same formula, charge and spin comes out at 1185.9 kJ/mol.

No. 3
Entry from OMol25: a structure of composition C6H8N3O3S at a distorted geometry (ωB97M-V/def2-TZVPD).

Geometry (Å):
C (-1.0127, -1.5460, -1.5785)
C (0.0217, -1.0228, -2.3347)
C (-0.2414, 0.3639, -0.6180)
C (0.3856, -0.7583, 2.5656)
C (0.9106, 0.4502, 2.4503)
C (0.1026, 1.6992, 1.8450)
N (0.4768, 0.1093, -1.7313)
N (-1.0843, -0.7044, -0.5426)
N (0.5379, -1.4338, -3.6044)
O (0.3494, -2.5536, -4.0529)
O (1.2673, -0.5956, -4.0894)
O (-1.2814, 3.9402, 2.4673)
S (-1.0916, 2.5321, 2.7584)
H (-1.6093, -2.4202, -1.9001)
H (0.8566, -1.5434, 3.0027)
H (-0.6558, -0.8937, 2.3196)
H (1.9518, 0.6270, 2.8027)
H (0.8202, 2.5472, 1.6108)
H (-0.1151, 1.2965, 0.4767)
H (1.2499, 0.6991, -2.1240)
H (-1.8389, -0.7930, 0.2769)

Its gap between HOMO and LUMO is 0.28223 Ha. The highest occupied orbital energy is -13.630 eV. For the LUMO energy, the calculation gives -5.95 eV. Its energy is -1021.08801 Ha. Its total charge is +1. The energy above the lowest of the compared OMol25 structures with the same formula, charge and spin comes out at 143.0 kJ/mol.

No. 4
Entry from OMol25: an isolated molecule of C3H5NO at a distorted geometry (ωB97M-V/def2-TZVPD).

Geometry (Å):
C (-1.4591, -0.2863, -0.4222)
C (0.6422, -0.4252, 0.5713)
C (0.8486, 0.7444, -0.2779)
H (-1.8357, -1.2864, -0.5776)
H (0.0195, -0.3160, 1.4617)
H (1.4514, -1.1327, 0.5750)
H (1.7851, 0.7667, -0.8729)
H (0.5441, 1.7917, -0.0314)
N (-0.0403, -0.3925, -0.6786)
O (-1.9558, 0.5362, 0.2527)

Its gap between HOMO and LUMO is 0.40205 Ha. The highest occupied orbital energy is -9.883 eV. For the LUMO energy, the calculation gives 1.06 eV. Its energy is -247.23280 Ha. Its total charge is 0. The energy above the lowest of the compared OMol25 structures with the same formula, charge and spin comes out at 195.4 kJ/mol. The structure (SMILES) is O=CN1CC1.